# 1
{
  "formula": "C29H27Cl4GeHfN2O2S2Te2",
  "method": "wB97M-V/def2-TZVPD",
  "symbols": ["C", "H", "H", "C", "C", "Te", "H", "H", "H", "Cl", "C", "N", "C", "C", "C", "C", "Te", "C", "C", "S", "C", "H", "C", "H", "C", "H", "Cl", "C", "C", "Cl", "C", "S", "C", "C", "C", "O", "H", "H", "H", "O", "H", "C", "Cl", "H", "C", "H", "H", "C", "C", "N", "H", "H", "H", "C", "H", "Ge", "H", "C", "H", "C", "H", "C", "H", "C", "C", "H", "H", "H", "H", "Hf"],
  "xyz": [[-3.506, -3.910, 0.196], [3.210, -0.380, -0.657], [1.762, 1.864, 2.750], [-1.170, 0.996, -6.414], [3.756, 1.731, 1.875], [1.481, 1.529, 0.109], [-3.931, -4.904, 0.166], [1.996, 1.114, -3.257], [-3.037, 0.210, -2.295], [-3.532, 4.826, -1.414], [2.352, 2.271, 1.931], [-0.174, -0.577, 2.309], [-3.249, 0.166, -3.365], [-4.287, -2.780, 0.033], [-1.277, -0.101, 6.025], [-0.830, -0.914, 7.057], [-0.308, -0.300, -1.814], [0.392, 0.569, -4.599], [4.018, 0.590, 1.117], [1.390, -2.749, 2.416], [0.128, 0.893, -5.920], [0.962, 1.079, -6.586], [-2.146, -3.731, 0.397], [-4.048, 0.875, -3.584], [-1.624, -2.451, 0.437], [2.494, 0.802, -4.914], [-1.093, -5.073, 0.590], [0.046, -1.968, 6.805], [-2.041, 0.452, -4.211], [-1.017, 3.430, 0.515], [-0.796, -0.400, 4.763], [-1.139, 0.288, 3.231], [0.509, -2.249, 5.523], [-3.702, -1.529, 0.088], [-2.234, 0.776, -5.545], [-2.478, 0.096, 2.622], [2.080, -0.548, -3.863], [1.187, -3.069, 5.332], [-5.351, -2.860, -0.133], [-0.794, 1.680, 2.863], [-1.889, 0.481, -8.359], [0.081, -1.453, 4.478], [-3.552, 1.653, 0.166], [6.855, 2.289, 3.110], [6.059, 1.808, 2.558], [0.374, -2.586, 7.629], [4.581, 3.240, 3.160], [5.304, 0.062, 1.088], [-0.713, 0.352, -3.755], [-2.387, -1.352, 0.291], [-3.634, -0.833, -3.579], [-2.108, 2.172, -7.940], [5.514, -0.818, 0.493], [6.319, 0.667, 1.812], [-0.503, 1.573, -8.377], [-2.287, 3.091, -1.539], [-1.167, -0.726, 8.067], [2.899, -0.053, 0.333], [-1.954, 0.723, 6.202], [1.816, 0.479, -4.127], [-4.306, -0.644, -0.030], [0.433, -1.594, 3.025], [7.319, 0.256, 1.782], [-1.424, 1.328, -7.853], [4.782, 2.344, 2.586], [2.428, -0.886, 0.855], [-0.560, -2.324, 0.582], [-3.248, 0.851, -5.921], [2.291, 3.357, 1.941], [-1.324, 0.796, 0.744]],
  "lowdin_spin": [0.0002, 0.0000, 0.0013, 0.0364, 0.0073, 0.0547, 0.0000, 0.0040, 0.0086, 0.0008, 0.0688, 0.0005, 0.0130, 0.0024, 0.0000, 0.0000, 0.5863, 0.0256, 0.0012, 0.0005, 0.0006, -0.0002, 0.0021, 0.0000, 0.0178, 0.0011, 0.0010, 0.0000, 0.0293, 0.0049, 0.0000, 0.0002, 0.0000, 0.0005, -0.0025, -0.0001, 0.0032, 0.0000, 0.0002, -0.0006, 0.0024, 0.0000, -0.0002, 0.0001, 0.0003, 0.0000, 0.0002, -0.0004, 0.0615, 0.0268, 0.0011, 0.0019, 0.0000, 0.0023, -0.0001, 0.0017, 0.0000, -0.0031, 0.0000, 0.0143, -0.0001, 0.0000, 0.0001, 0.0068, 0.0057, -0.0001, 0.0017, -0.0004, 0.0012, 0.0070],
  "e_homo_ev": [-13.5, -13.6],
  "orbital_gap_ev": [6.684, 5.396],
  "e_lumo_ev": [-6.82, -8.20],
  "charge": 2,
  "multiplicity": 2
}

# 2
{
  "formula": "C29H27ClFNO2OsP",
  "method": "wB97M-V/def2-TZVPD",
  "symbols": ["H", "H", "H", "C", "H", "Cl", "C", "H", "H", "C", "C", "H", "H", "H", "C", "P", "C", "C", "Os", "C", "C", "H", "H", "C", "C", "H", "H", "C", "H", "C", "N", "F", "H", "C", "H", "C", "H", "H", "C", "C", "H", "C", "H", "C", "C", "C", "H", "C", "C", "O", "C", "H", "H", "C", "O", "C", "C", "C", "H", "C", "H", "H", "H"],
  "xyz": [[3.362, -1.968, 1.028], [-3.128, 2.262, 2.785], [0.561, -5.869, -0.041], [0.908, -4.172, 4.737], [-0.158, 2.130, 5.187], [-1.850, -1.729, -0.991], [-1.007, 2.504, 2.358], [0.910, 2.399, 3.218], [2.031, -5.196, 1.714], [2.372, -3.239, -0.414], [-0.445, -4.013, -0.461], [-0.051, 3.904, 5.216], [-2.305, 4.100, 4.217], [-3.448, -3.788, -2.093], [3.477, -2.595, 0.150], [0.769, -2.938, 0.352], [3.800, -4.260, -2.056], [0.275, -2.993, 4.369], [-0.065, -0.724, 0.166], [2.782, 0.984, -2.269], [2.695, 0.197, -3.434], [-1.144, -7.272, -1.103], [5.884, -3.783, -1.910], [-0.305, -5.403, -0.493], [1.518, -4.588, 2.449], [-0.203, -2.378, 5.120], [-2.524, 2.779, 5.359], [4.897, -3.622, -1.496], [-2.091, 1.099, 3.618], [0.261, -2.610, 3.038], [0.087, 3.007, 3.276], [3.475, 0.490, -4.420], [0.319, -2.046, -2.651], [0.998, -1.208, -2.560], [-0.227, -1.675, 2.762], [1.533, -4.965, 3.781], [2.006, 1.229, -0.315], [1.826, -1.441, -4.528], [-1.590, -3.500, -1.047], [0.870, -3.411, 2.074], [0.386, 3.940, 2.992], [2.533, -4.073, -1.518], [1.687, -4.577, -1.967], [-2.573, -4.247, -1.656], [1.815, -0.896, -3.594], [1.958, 0.664, -1.239], [3.496, 1.796, -2.236], [-1.269, -6.198, -1.092], [-2.175, 2.139, 3.294], [-1.277, 0.889, 0.608], [-2.394, -5.626, -1.674], [2.037, -5.874, 4.078], [-3.143, -6.252, -2.140], [1.019, -0.444, -1.325], [0.595, 0.787, 1.724], [-0.518, 1.348, 1.526], [-0.479, 3.049, 4.700], [4.735, -2.788, -0.393], [-1.292, 3.314, 1.686], [-1.978, 3.090, 4.471], [0.924, -4.473, 5.776], [5.595, -2.305, 0.051], [3.928, -4.917, -2.907]],
  "nbo_charge": [0.2245, 0.2761, 0.2416, -0.1427, 0.2308, 0.2039, -0.1633, 0.4595, 0.2308, -0.4395, -0.4863, 0.2610, 0.2421, 0.2636, -0.1975, 1.2182, -0.2097, -0.1846, 0.8156, -0.2983, 0.6327, 0.2600, 0.2510, -0.1472, -0.1662, 0.2334, 0.2794, -0.1536, 0.2237, -0.1881, -0.5067, -0.2142, 0.2301, -0.0277, 0.1725, -0.1731, 0.2412, 0.2834, 0.1063, -0.4216, 0.4515, -0.1437, 0.2219, -0.2596, -0.2968, -0.0908, 0.2838, -0.1729, -0.3991, -0.6289, -0.1233, 0.2522, 0.2623, -0.1189, -0.6666, 0.7799, -0.2125, -0.1891, 0.2753, -0.4309, 0.2511, 0.2457, 0.2481],
  "e_homo_ev": -16.9,
  "orbital_gap_ev": 5.397,
  "e_lumo_ev": -11.50,
  "relative_energy_kj_mol": 0.00,
  "charge": 3
}

# 3
{
  "formula": "C29H27GeN5OSScSe2",
  "method": "wB97M-V/def2-TZVPD",
  "symbols": ["C", "C", "C", "C", "H", "C", "C", "C", "H", "N", "C", "H", "C", "C", "C", "C", "H", "C", "C", "C", "N", "C", "C", "C", "N", "H", "H", "H", "O", "H", "Sc", "H", "H", "C", "H", "H", "H", "C", "Se", "S", "C", "H", "H", "H", "H", "C", "H", "C", "C", "C", "H", "C", "N", "C", "H", "Ge", "H", "N", "H", "H", "H", "Se", "H", "H", "C", "C", "H"],
  "xyz": [[-0.252, 7.022, 0.389], [-1.226, 4.377, 0.639], [-0.495, 6.506, 1.628], [-1.238, 4.669, 3.084], [-3.607, 3.819, -5.719], [1.706, 3.026, -0.736], [0.338, -4.295, -0.034], [4.796, 0.428, 1.049], [5.069, 0.128, -1.080], [1.996, 3.604, 0.422], [-3.911, 2.780, -2.505], [1.436, 3.343, 1.218], [-1.942, 2.587, 2.140], [-0.602, -4.531, 0.958], [-3.782, 0.790, 0.210], [-0.970, 4.947, -0.635], [-0.619, 2.270, -3.114], [-1.710, 3.404, 3.269], [-1.734, 3.040, 0.845], [-0.499, 6.226, -0.756], [-3.050, -2.346, -0.841], [-3.321, 3.429, -4.749], [2.541, 0.148, 1.783], [-2.591, 2.416, -2.249], [2.126, -0.098, 0.540], [-1.974, -3.600, 2.340], [-5.299, 3.585, -3.934], [1.946, 3.073, -2.743], [0.950, 2.006, -0.752], [-1.053, 5.312, 3.939], [0.035, 0.156, -0.697], [-2.320, 1.583, 2.311], [-0.334, 7.109, 2.517], [-4.271, 3.295, -3.751], [-1.912, 3.028, 4.265], [-4.192, 0.159, -0.573], [0.839, -5.118, -0.528], [3.040, -0.113, -0.430], [2.292, -0.613, -2.132], [-1.280, -0.919, -2.573], [-2.000, 3.051, -4.512], [-1.172, 4.376, -1.529], [-1.387, -1.336, 1.588], [-0.334, 6.644, -1.743], [2.784, 4.326, -1.904], [4.376, 0.156, -0.251], [4.167, 0.595, 3.102], [-0.985, 5.182, 1.781], [-0.895, -2.200, 1.154], [-1.223, -3.463, 1.576], [5.840, 0.637, 1.252], [3.871, 0.409, 2.078], [0.015, -1.953, 0.199], [-1.647, 2.549, -3.271], [0.103, 8.042, 0.281], [-2.256, 1.747, -0.471], [-4.678, 2.672, -1.744], [2.231, 3.486, -1.873], [2.461, 4.497, 0.456], [-0.848, -5.548, 1.238], [-3.556, 0.164, 1.073], [2.024, -2.891, -1.690], [1.789, 0.127, 2.562], [-4.497, 1.561, 0.509], [0.623, -2.991, -0.379], [-2.342, -1.772, -1.557], [-1.260, 3.145, -5.299]],
  "lowdin_spin": [-0.0027, 0.0127, 0.0096, 0.0460, 0.0002, 0.0017, 0.0000, 0.0000, 0.0001, 0.0016, 0.0153, -0.0001, 0.0497, 0.0000, 0.0656, -0.0008, 0.0008, -0.0012, 0.0631, 0.0092, -0.0001, 0.0038, 0.0001, 0.0471, 0.0001, 0.0000, 0.0004, 0.0000, 0.0186, 0.0022, 0.2826, 0.0009, 0.0004, 0.0029, -0.0009, 0.0001, 0.0000, 0.0005, 0.0141, 0.0370, -0.0001, 0.0000, 0.0017, 0.0006, 0.0001, 0.0002, 0.0000, 0.0015, 0.0022, 0.0000, 0.0000, 0.0000, 0.0003, 0.0045, -0.0004, 0.2889, 0.0012, 0.0004, 0.0000, 0.0000, 0.0013, 0.0005, 0.0000, 0.0112, 0.0003, 0.0052, -0.0001],
  "e_homo_ev": [-13.1, -13.5],
  "orbital_gap_ev": [6.896, 5.817],
  "e_lumo_ev": [-6.23, -7.66],
  "relative_energy_kj_mol": 133.64,
  "charge": 2,
  "multiplicity": 2
}

- Which formula does entry 3 have?
  C29H27GeN5OSScSe2